Computed, not measured: a 9-piece molecular cluster, C81H171N9O9 overall in a non-equilibrium geometry, with wB97M-V/def2-TZVPD.

Computed properties:
* gap between HOMO and LUMO: 8.535 eV
* ΔE to the lowest compared entry with this formula, charge and spin: 169.6 kcal/mol
* HOMO level: -8.1 eV
* lowest unoccupied orbital energy: 0.0163 hartree
* 2S+1: 1
* SMILES: CC1(C)CCCC(C)(C)N1O.CC1(C)CCCC(C)(C)N1O.CC1(C)CCCC(C)(C)N1O.CC1(C)CCCC(C)(C)N1O.CC1(C)CCCC(C)(C)N1O.CC1(C)CCCC(C)(C)N1O.CC1(C)CCCC(C)(C)N1O.CC1(C)CCCC(C)(C)N1O.CC1(C)CCCC(C)(C)N1O

Cartesian coordinates (Å):
O  -1.82907  -3.19792  -21.57269
O  -5.87032  0.76776  -24.53724
O  -4.04400  -2.24714  -28.81870
O  1.14839  1.62381  -30.06553
O  2.29071  -6.29459  -28.82383
O  -13.10569  1.33479  -27.69389
O  -8.88171  -8.93872  -29.28630
O  -6.67336  0.52007  -30.99563
O  -1.67171  -2.87363  -37.69103
N  -5.51381  0.10495  -23.29767
N  -1.44571  -2.68534  -22.76559
N  0.04708  0.98420  -29.40231
N  -5.27489  -2.35966  -29.36045
N  -1.99636  -3.85178  -36.69993
N  -6.94425  1.45082  -32.02405
N  -12.40599  0.21369  -27.33193
N  0.93873  -6.77095  -28.75942
N  -8.10742  -8.32489  -28.25416
C  0.60372  -7.35687  -27.45133
C  -0.87034  -0.06601  -27.47690
C  -7.00844  -10.44642  -27.67267
C  0.28851  0.83675  -27.91955
C  -6.04088  -4.17455  -27.77710
C  1.33471  -8.66912  -27.26286
C  -6.44931  3.52880  -33.34489
C  -13.36627  -1.02759  -29.20794
C  -4.35184  0.77672  -22.65592
C  -6.76364  -8.10067  -25.65444
C  -3.04373  -2.12508  -35.23313
C  -9.14132  0.34534  -32.57939
C  -1.49790  -6.26712  -35.82148
C  0.14376  -4.41360  -29.06371
C  -2.34035  -4.29385  -34.24635
C  -1.38201  -6.32986  -29.44490
C  -9.86474  -6.79659  -27.55841
C  -0.28087  -0.85488  -21.61147
C  -5.95412  2.52338  -32.27297
C  -7.01410  -0.37830  -33.84770
C  -10.47026  -1.85529  -26.90695
C  -10.93622  -1.00639  -25.72730
C  -1.80215  -5.78101  -38.26851
C  -4.86312  -4.56609  -30.67343
C  -8.15409  1.91079  -34.15549
C  0.26330  -4.98950  -36.99451
C  -4.58079  1.95130  -32.79364
C  -1.80719  -3.61193  -23.84608
C  -12.50540  0.70324  -24.90560
C  -6.57431  -0.54133  -22.48987
C  -1.18247  1.31884  -30.07525
C  -4.71253  2.22589  -22.22352
C  -6.33607  -2.76454  -28.39663
C  -1.88214  -6.74752  -28.07115
C  -0.09593  -2.01496  -22.58816
C  -7.75897  -3.50589  -30.42976
C  -1.99796  -3.26572  -35.29079
C  0.34429  -1.55183  -23.98462
C  0.35634  2.17957  -27.11074
C  -1.07809  0.97982  -31.52751
C  -2.34347  0.32273  -27.88884
C  -6.82196  -8.97639  -28.06302
C  -1.22670  -3.14086  -25.23701
C  -5.76500  3.31691  -30.92256
C  -6.39549  -1.64882  -27.33077
C  -11.99400  -0.64175  -28.48566
C  -10.43688  1.40991  -26.32930
C  -1.36225  -5.05718  -23.68012
C  -11.04797  -0.05440  -29.54100
C  -11.54279  -2.04864  -27.95022
C  1.57758  -0.10198  -27.78771
C  -4.22317  -2.35809  -31.48479
C  -3.35161  -3.57212  -24.01322
C  0.96833  -6.51104  -26.18603
C  -4.82140  -0.48301  -20.58099
C  -3.14735  0.75338  -23.58612
C  -6.02725  -8.82780  -29.37805
C  0.94221  -3.06267  -22.01102
C  -2.36304  0.47916  -29.47666
C  -3.80047  0.07740  -21.39201
C  -1.26816  -5.17072  -36.94480
C  -8.07432  -7.31832  -25.91699
C  -7.59264  0.52803  -21.92476
C  0.05991  -5.89918  -29.55881
C  -5.27197  -3.04954  -30.66496
C  -9.90796  -9.05794  -26.54318
C  -7.11373  2.95757  -34.56308
C  -0.95137  -7.71609  -27.41490
C  -0.68589  -2.67913  -34.80563
C  -11.55292  0.38444  -26.08585
C  -7.41092  -1.55145  -23.33184
C  0.25361  -2.59080  -25.07925
C  -1.53811  -5.65379  -34.36501
C  0.49132  -5.86120  -30.99996
C  -7.72287  -2.79962  -29.02310
C  -7.75150  0.80967  -33.14067
C  -5.95882  -8.14441  -26.98861
C  -1.51130  2.84944  -29.97773
C  -8.92733  -7.92892  -27.09137
C  -5.83142  -1.34994  -21.35926
C  -6.65302  -2.99849  -31.37839
H  -2.26229  1.32492  -23.30661
H  0.57455  -4.09301  -37.53074
H  -8.22605  0.89852  -22.73076
H  -6.84873  -2.34653  -23.82163
H  -13.87990  -0.18952  -29.67902
H  -6.34814  2.54001  -35.21700
H  -0.61719  0.02552  -31.78244
H  -5.02444  -9.22820  -29.22917
H  -4.02664  -2.55815  -35.41865
H  -13.36466  0.03328  -24.93577
H  -2.05973  0.93006  -31.99870
H  -6.97414  -1.99195  -31.64648
H  -10.26557  -2.84540  -26.49969
H  -6.46702  -4.27207  -26.77861
H  -0.91834  -0.07035  -26.38798
H  -4.59931  -4.88037  -31.68325
H  -9.81592  0.01223  -33.36809
H  2.47465  0.28231  -28.27318
H  -5.94727  -7.12913  -27.38505
H  -11.74022  -1.48661  -25.16956
H  -0.63719  2.62778  -27.12019
H  0.64288  -4.98200  -35.97278
H  -2.52554  1.26143  -27.36558
H  1.78166  -0.29730  -26.73494
H  -3.91689  -1.29569  -28.83195
H  -5.23456  0.37777  -20.05520
H  -11.92570  0.53747  -23.99755
H  -7.63844  -4.57686  -30.26664
H  -10.38861  -9.63447  -27.33355
H  -8.36859  -3.47827  -28.46582
H  0.01997  -3.42807  -34.44652
H  -3.86663  -4.06430  -23.18822
H  1.29881  -7.00609  -25.27289
H  -10.88431  2.39593  -26.45444
H  -12.33050  -2.49543  -27.34359
H  -1.67667  -5.85146  -27.48551
H  -5.32747  -2.21149  -21.79729
H  -1.81403  -5.68152  -24.45096
H  -0.25964  -2.08904  -35.61692
H  -2.89310  -0.25879  -23.90069
H  -10.98598  -2.70010  -28.62376
H  0.70455  -5.84096  -37.51258
H  -11.44355  -0.20109  -30.54603
H  -6.97869  -0.76628  -27.59362
H  -2.85073  -1.31102  -35.93183
H  -5.07418  2.39574  -21.20939
H  -3.79019  2.80408  -22.27891
H  -0.70312  3.45538  -30.38735
H  -6.51850  -9.43351  -30.13955
H  -6.09761  -0.63649  -33.31713
H  -1.60745  -7.13246  -30.14712
H  -9.60914  -1.39029  -27.38688
H  -4.94695  2.95252  -30.30117
H  1.42708  -1.42967  -23.95716
H  -5.03115  -4.37991  -27.42160
H  -1.10370  -4.04665  -25.83074
H  -6.65476  -2.06229  -26.35613
H  -2.98066  -1.70826  -34.22795
H  -14.17872  -1.39917  -28.58349
H  -9.29543  -9.71301  -25.92368
H  -0.69447  -7.00314  -35.85111
H  -7.71294  -1.15796  -34.15078
H  -2.48348  -6.67252  -36.05033
H  -9.10464  2.29845  -33.78906
H  1.43381  -9.28227  -28.15859
H  -0.20111  -5.28919  -31.61759
H  -2.11408  -6.30870  -33.71121
H  -8.46111  1.41138  -35.07441
H  -7.04725  -9.10365  -25.33555
H  -3.73323  -3.98135  -24.94863
H  -7.10015  4.29831  -32.92971
H  -10.98840  1.03189  -29.47364
H  -8.27957  0.21135  -21.13995
H  -1.71432  -5.48782  -22.74275
H  -6.51361  -1.76187  -20.61558
H  1.88213  -5.94475  -26.36602
H  -4.27073  -1.10866  -19.87853
H  -2.84129  -6.07824  -38.12731
H  -7.87242  -6.26709  -26.12259
H  -2.19456  -3.95696  -33.22002
H  0.97057  2.95894  -27.56174
H  -6.51013  -5.04321  -28.23899
H  -1.32267  -7.78168  -26.39220
H  0.36344  -4.41316  -27.99607
H  -0.68632  -1.09508  -20.62860
H  0.71434  -6.86663  -31.35702
H  -10.02828  -0.43955  -29.53970
H  -4.65501  1.49740  -33.78185
H  -0.49626  1.74804  -32.03682
H  -7.96980  -2.00730  -22.51456
H  -8.75284  -3.50763  -30.87735
H  -0.30836  -5.32694  -23.74831
H  -1.95082  -5.48186  -29.82628
H  -7.49094  3.74503  -35.21556
H  -9.84822  1.17885  -27.21709
H  -10.55279  -7.18060  -28.31154
H  0.91402  -3.43886  -24.89833
H  -0.83406  -2.05687  -33.92306
H  0.54185  2.05904  -26.04342
H  -7.40204  -10.95619  -28.55205
H  -7.69793  -10.65216  -26.85392
H  -5.65031  4.35008  -31.25042
H  0.68192  -0.39388  -21.39101
H  0.79296  -9.32591  -26.58226
H  -2.24320  -2.46356  -21.11355
H  -3.41069  -4.49769  -34.27647
H  -0.71776  -1.12248  -27.69759
H  -10.63909  -8.75226  -25.79477
H  -3.31041  1.00203  -29.60777
H  2.21418  -5.56926  -28.19961
H  -7.00270  0.96659  -30.21220
H  -3.28053  -2.81413  -31.18220
H  -0.89044  -0.01964  -21.95630
H  -5.41262  -1.23599  -27.10357
H  -0.80183  -3.87829  -29.14967
H  -0.58090  -5.40556  -33.90650
H  -1.32376  -6.72895  -38.51478
H  -6.02681  -0.00338  -25.08721
H  -7.05171  1.36466  -21.48258
H  1.39212  -5.25580  -31.10068
H  -13.96394  1.14312  -27.30885
H  -2.45817  -2.80628  -38.23743
H  -3.28369  0.84742  -20.81919
H  0.07092  -0.54117  -24.28780
H  -5.90926  -7.82016  -29.77662
H  -5.62233  4.12630  -33.72856
H  -4.18405  -1.27116  -31.41322
H  -10.43978  -6.31063  -26.77021
H  -1.09829  -8.67784  -27.90638
H  -1.89907  -2.45396  -25.75100
H  -2.38537  3.13578  -30.56263
H  1.52974  0.86154  -30.50725
H  0.90552  -3.83202  -29.58292
H  -8.15893  -1.82536  -29.24396
H  -6.62325  -3.48263  -32.35452
H  -5.59695  -5.20160  -30.17773
H  -5.40130  2.73349  -22.89881
H  -3.61426  -2.51425  -24.01436
H  -9.13047  -8.24634  -29.90301
H  -4.47398  -2.50688  -32.53506
H  -6.27220  -7.54127  -24.85842
H  -12.86781  1.73114  -24.89188
H  -4.90560  -8.42204  -27.03057
H  -3.44392  1.25879  -24.50519
H  -6.66978  -0.07215  -34.83554
H  -1.65167  -5.20447  -39.18123
H  1.37482  -3.69335  -22.78768
H  -10.06476  -0.83697  -25.09488
H  -2.91379  -7.06438  -27.91817
H  -6.06968  -10.96633  -27.48152
H  -8.53835  -7.42548  -24.93654
H  -9.81239  1.40498  -25.43594
H  2.36877  -8.51164  -26.95626
H  0.60229  -2.27955  -26.06395
H  -8.96386  -0.45042  -31.85593
H  -8.13876  -1.04000  -23.96174
H  0.20676  -5.77953  -25.91584
H  -9.20158  -6.05859  -28.00970
H  -4.31902  1.20720  -32.04138
H  -6.66054  3.26187  -30.30362
H  -3.74475  2.64994  -32.76113
H  -3.12762  -0.72090  -21.70520
H  -3.06575  -0.42953  -27.57185
H  1.48025  -1.11668  -28.17371
H  -3.94439  -4.74683  -30.11544
H  1.64760  -2.49293  -21.40611
H  -2.42571  -0.47117  -30.00683
H  0.57694  -3.71543  -21.21819
H  -9.65942  1.13197  -32.03086
H  -13.20970  -1.73845  -30.01927
H  -1.70012  3.16204  -28.95073

Cartesian forces (eV/Å) of the 6 atoms listed first:
O -0.76 -1.23 1.97
O -0.48 -0.35 1.58
O 1.52 -0.31 0.97
O -0.45 -0.12 0.50
O -1.21 -0.41 0.40
O -0.19 1.03 -0.19